#A
A single C5H6O3 molecule. Source: the OMol25 dataset; level of theory: ωB97M-V/def2-TZVPD.

Summary:
SMILES string: O=C[C@H]1OC=CCO1
LUMO level, eV: 0.507
HOMO energy, hartree: -0.3321
Kohn-Sham gap, Eh: 0.3508

Each line ends with the natural charge from an NBO analysis.
Cartesian coordinates (Å):
O -0.353 1.075 0.241  -0.55
O 0.712 -1.071 0.429  -0.52
O 1.182 0.072 3.200  -0.47
C 0.431 -1.102 -1.115  -0.12
C 0.534 0.607 2.388  0.42
C -0.101 -0.023 1.055  0.30
C -0.825 0.998 -1.079  0.12
C -0.245 -0.006 -1.929  -0.32
H 0.403 1.579 2.594  0.12
H -1.589 1.836 -1.318  0.22
H 1.272 -1.585 -1.453  0.20
H -1.240 -0.424 1.300  0.15
H 0.087 -0.056 -3.008  0.26
H -0.268 -1.901 -1.306  0.19

=====

#B
A molecular structure, C5H6O3. Source: the OMol25 dataset; level of theory: ωB97M-V/def2-TZVPD.

Summary:
LUMO level, eV: 0.903
HOMO energy, hartree: -0.3673
Kohn-Sham gap, Eh: 0.4005

Each line ends with the natural charge from an NBO analysis.
Cartesian coordinates (Å):
O 1.716 -1.029 -0.139  -0.45
O -0.555 1.380 0.316  -0.51
O -2.164 -0.795 -0.010  -0.72
C -0.301 0.682 -0.939  0.00
C -0.060 0.085 0.965  0.04
C -0.764 -0.586 -0.270  0.09
C 1.233 0.344 -0.706  0.08
C 1.248 -0.040 0.679  -0.02
H -0.074 0.143 2.217  0.22
H 1.884 0.420 1.421  0.18
H -0.552 -1.511 -0.802  0.22
H 1.888 0.797 -1.151  0.17
H -0.693 0.929 -1.949  0.23
H -2.559 -0.133 0.562  0.48

=====

Most stable structure among those shown: #A.